{
  "formula": "C2H2O3",
  "method": "ωB97M-V/def2-TZVPD",
  "homo_ev": -8.2517,
  "gap_ev": 8.7355,
  "charge": 0,
  "elements": ["C", "H", "O", "O", "O", "C", "H"],
  "positions_angstrom": [[-0.876, 0.453, 0.090], [-2.757, 0.293, 0.350], [-1.920, -0.009, 0.550], [2.373, 0.413, -0.395], [1.929, -1.763, 0.160], [2.121, -0.682, -0.124], [-0.871, 1.296, -0.631]],
  "atomic_forces_ev_per_a": [[4.8, 0.5, -0.9], [-3.3, 1.8, -1.3], [0.0, -2.6, 2.2], [0.1, 0.5, -0.3], [-0.6, -2.7, 0.6], [0.4, 2.3, -0.3], [-1.4, 0.2, 0.0]],
  "mulliken_charge": [-0.17, 0.34, -0.26, -0.38, -0.33, 0.70, 0.10]
}